[1]
DFT (the ωB97M-V functional and the def2-TZVPD basis) results for 12 unconnected molecules or ions with the total composition C6H37NO12.

Computed properties:
Gap between HOMO and LUMO = 9.15 eV
ΔE to the lowest compared entry with this formula, charge and spin = 180.7 kcal per mole
Highest occupied orbital energy = -9.19 eV

Atoms and positions in Å:
C 1.99678 -3.33064 0.64609
C 1.44900 -2.19706 -0.11876
C 0.44358 -1.31950 0.78162
N 0.90151 0.01824 0.43798
C -0.17100 1.04512 -0.10732
C -0.81775 1.77406 1.08832
C -1.26461 3.14288 0.50562
O -1.59751 3.01272 -0.84874
H 2.55147 -4.06604 0.05505
H 1.15667 -3.89004 1.17936
H 2.64989 -2.85172 1.41591
H 0.64742 -2.74531 -0.95833
H 2.11859 -1.55223 -0.56875
H -0.52286 -1.63527 0.51078
H 0.38371 -1.61152 1.96202
H 1.27932 0.54060 1.03406
H 0.53234 1.67149 -0.62163
H -0.91281 0.58791 -0.78204
H -0.30372 1.59417 1.92958
H -1.73744 1.13689 1.24189
H -2.16116 3.58380 1.13524
H -0.49292 4.03991 0.56778
H -2.32642 2.55664 -1.30577
O 0.40687 3.74953 -2.92294
H -0.11138 3.43996 -2.07656
H 1.39532 3.75081 -2.70148
O 2.50012 -0.01631 -2.43224
H 3.25820 -0.46827 -2.88351
H 2.14248 -0.47451 -1.60868
O -2.35396 -1.20298 -1.99399
H -1.77017 -0.43391 -1.65052
H -2.63190 -0.72703 -2.76801
O -1.59351 -3.04810 2.97314
H -0.80558 -3.20370 2.45800
H -2.12822 -2.86496 2.09491
O 1.87186 -0.42205 3.52063
H 2.42005 0.23314 3.92998
H 1.01768 -0.20710 4.01648
O -1.48683 -0.53524 4.34887
H -1.86607 -1.31921 4.41348
H -1.67714 -0.29144 3.39051
O -4.24049 -0.05497 0.36267
H -4.45900 -0.89467 0.42685
H -3.41923 0.16216 -0.11298
O 2.62282 2.62831 -1.94383
H 2.68316 2.19439 -1.12411
H 2.34859 1.82310 -2.60358
O 4.48349 1.11006 -0.23448
H 4.43765 1.74772 -0.97007
H 4.29352 0.24364 -0.67409
O -3.13951 -3.09090 0.03330
H -3.86783 -2.60074 -0.28075
H -2.34044 -2.91361 -0.58168
O -0.88089 1.23146 -3.65069
H -0.02009 0.88913 -3.77836
H -0.89167 2.06119 -4.15624

Results of the Löwdin charge analysis, in e, for atoms 1 through 4: number 1, C, carries -0.14; number 2, C, carries -0.25; number 3, C, carries -0.20; number 4, N, carries -0.02

=====

[2]
DFT (the ωB97M-V functional and the def2-TZVPD basis) results for 13 unconnected molecules or ions with the total composition C27H39F7N6O33.

Computed properties:
Gap between HOMO and LUMO (spin up / spin down) = 3.57 / 6.92 eV
Highest occupied orbital energy (spin up / spin down) = -1.90 / -5.25 eV
Multiplicity = 2
Total charge = -1

Atoms and positions in Å:
C -0.27188 -6.21002 -0.13431
C 0.24436 -4.74308 -0.18335
O -0.40906 -4.27529 -1.32614
C -0.69236 -5.36614 -2.13047
O -1.19892 -5.36564 -3.29682
O -0.34619 -6.51426 -1.49769
F 1.55621 -4.70056 -0.35568
H -1.26196 -6.21964 0.32148
H 0.45423 -6.78706 0.43829
H 0.03409 -4.23992 0.76042
C -1.32016 2.11487 -4.37654
C -0.90299 1.07472 -5.42772
O 0.05674 0.26253 -4.84928
C -0.00403 0.38549 -3.53159
O 0.70574 -0.18791 -2.67586
O -0.98987 1.27961 -3.26299
F -0.28743 1.76072 -6.38998
H -2.37429 2.38014 -4.29563
H -0.59207 2.92429 -4.32319
H -1.69651 0.51403 -5.92175
C -4.05723 2.95141 4.06174
C -2.71676 3.05996 3.27944
O -2.96327 4.14826 2.46607
C -4.27981 4.42295 2.38400
O -4.76758 5.41135 1.81876
O -4.94984 3.65430 3.22534
F -2.65019 1.93766 2.53327
H -3.85488 3.37614 5.04499
H -4.40073 1.94426 4.29787
H -1.88442 3.08757 3.98269
C 3.78972 2.13672 -1.83539
C 4.62514 1.39256 -2.83770
O 5.18127 2.46509 -3.53455
C 4.27621 3.41217 -3.55536
O 4.31648 4.42712 -4.17185
O 3.37242 3.16869 -2.67606
F 3.95315 0.62431 -3.72442
H 4.32171 2.52027 -0.96477
H 2.95248 1.56212 -1.43923
H 5.42793 0.82534 -2.36664
C 3.00292 -2.83784 -2.26013
C 4.13387 -2.58053 -3.18982
O 4.83522 -3.75280 -3.04050
C 4.65095 -4.21601 -1.84831
O 5.29090 -5.11607 -1.31521
O 3.57485 -3.72901 -1.32988
F 4.94588 -1.60839 -2.75054
H 2.11964 -3.26994 -2.73043
H 2.67539 -1.96929 -1.68878
H 3.81596 -2.31497 -4.19805
C 1.70048 4.88705 -0.40490
C 0.48189 4.05895 -0.73087
O -0.03424 3.66061 0.55641
C 0.80483 3.95119 1.50901
O 0.71627 3.63251 2.67505
O 1.87465 4.66231 0.98104
F 0.84584 2.92911 -1.34063
H 1.46619 5.92084 -0.65888
H 2.59989 4.57847 -0.93775
H -0.26741 4.62497 -1.28428
C -2.73045 -2.24780 -2.16216
C -3.72642 -1.90500 -1.05550
O -4.33800 -0.73441 -1.60511
C -4.00729 -0.49368 -2.78114
O -4.42562 0.48212 -3.42909
O -3.25158 -1.53210 -3.26437
F -3.07109 -1.56191 0.06649
H -2.80476 -3.30600 -2.41275
H -1.69233 -2.03289 -1.90878
H -4.46171 -2.68342 -0.85173
C -3.12177 2.39801 -0.67209
N -3.54290 3.74302 -1.17128
O -4.54938 4.34737 -0.85416
O -2.71612 4.27876 -1.92038
H -3.85234 2.04806 0.05722
H -2.24605 2.69429 -0.09464
H -3.01025 1.74527 -1.53787
C -0.50132 -3.30797 4.33973
N 0.98512 -3.40464 4.22770
O 1.63800 -3.50501 5.22765
O 1.49470 -3.53734 3.12308
H -0.86615 -2.46921 4.93258
H -0.73125 -4.25868 4.82076
H -0.94004 -3.18723 3.34924
C 4.61488 -1.48394 1.65857
N 4.69994 -0.28627 0.75997
O 3.85556 0.55426 0.86089
O 5.60507 -0.28658 -0.04809
H 5.64492 -1.74885 1.89723
H 4.14330 -2.25684 1.05166
H 4.14915 -1.15227 2.58658
C 1.16214 1.53284 4.90996
N 2.26934 1.00689 4.04419
O 3.29321 1.71389 3.95914
O 2.11367 -0.11153 3.50226
H 1.44843 2.46414 5.39864
H 0.95394 0.69083 5.57009
H 0.33685 1.67547 4.21233
C 0.26053 0.52547 0.88420
N -0.18849 -0.88665 0.83398
O 0.34400 -1.55328 -0.03046
O -0.77231 -1.40690 1.81203
H 1.07925 0.75803 1.56518
H -0.63746 1.10817 1.08956
H 0.55855 0.82196 -0.12147
C -4.28845 -1.10184 3.02638
N -5.59587 -1.59582 2.48820
O -6.50462 -1.64035 3.26628
O -5.60525 -1.98619 1.35252
H -3.46275 -1.43166 2.39586
H -4.06689 -1.56547 3.98765
H -4.57103 -0.05340 3.12135

Results of the Löwdin charge analysis, in e, for atoms 1 through 4: number 1, C, carries -0.07; number 2, C, carries -0.34; number 3, O, carries 0.11; number 4, C, carries -0.44

=====

[3]
DFT (the ωB97M-V functional and the def2-TZVPD basis) results for a molecular structure, C16H25Br4NO4.

Computed properties:
Gap between HOMO and LUMO = 9.10 eV
ΔE to the lowest compared entry with this formula, charge and spin = 0.0 kcal per mole
Highest occupied orbital energy = -8.63 eV

Atoms and positions in Å:
C -1.06762 1.66733 -2.94769
C 0.05898 1.38104 -2.62021
C 1.38735 0.84084 -2.08902
C 1.19056 0.55222 -0.57119
N 1.78828 1.47462 0.42440
C 1.03304 1.08534 1.63659
O 0.51549 1.80437 2.43365
C 1.07552 -0.49764 1.53783
C 0.02207 -1.38356 2.25695
C -1.28312 -1.71429 1.46275
O -1.49117 -0.94611 0.26351
C -1.80659 -1.70193 -0.83009
O -1.23529 -2.68792 -1.19635
C 1.50592 -0.83910 0.04622
C 2.92254 -1.47833 -0.13826
C 2.80032 -2.86895 -0.85279
O 2.29249 -3.88685 0.01239
H -2.14397 1.67252 -2.91037
H 2.19455 1.56430 -2.31282
H 1.55092 -0.10441 -2.65379
H 0.10726 0.74969 -0.40286
H 2.76732 1.27345 0.65837
H 2.01567 -0.72841 2.10864
H 0.51134 -2.33946 2.54896
H -0.27237 -0.90617 3.21348
H -2.15230 -1.50789 2.13057
H -1.30782 -2.81122 1.28624
H -2.67127 -1.33581 -1.43898
H 0.83511 -1.68061 -0.25137
H 3.38005 -1.68060 0.85649
H 3.62659 -0.86358 -0.74463
H 2.07377 -2.73315 -1.68216
H 3.80748 -3.18175 -1.19941
H 2.68443 -3.77200 0.88940
Br -1.25673 2.87313 7.54258
C 0.60988 2.53819 7.10037
C 0.85237 2.64843 5.61694
Br 0.20669 1.08019 4.66292
H 0.86009 1.56085 7.50215
H 1.16990 3.30344 7.63803
H 1.92096 2.68630 5.40801
H 0.36738 3.51154 5.16775
Br -2.08634 1.86438 -5.34013
C -3.96738 1.55356 -5.75644
C -4.16361 0.24309 -6.47377
Br -3.63070 0.36903 -8.34130
H -4.31212 2.41063 -6.32858
H -4.47257 1.53930 -4.79035
H -5.21908 -0.02543 -6.49666
H -3.59427 -0.57261 -6.03595

Results of the Löwdin charge analysis, in e, for atoms 1 through 4: number 1, C, carries -0.14; number 2, C, carries -0.11; number 3, C, carries -0.10; number 4, C, carries -0.29

=====

We obtain max |F| values of 10.85; 6.02; 3.51 eV/Å for the records listed above, in that order.